[1]
Density functional theory data (the ωB97M-V functional and the def2-TZVPD basis) for a structure of composition C3H2CsMgO3 in a non-equilibrium geometry.

```
10
Properties=species:S:1:pos:R:3:forces:R:3:mulliken_charge:R:1
H 2.68185 2.20407 -3.36274 0.005 0.008 -0.012 0.010
O -0.45322 -0.63954 -0.96240 -1.048 -0.508 0.146 -0.316
C -1.42572 -0.76483 -0.03992 1.178 0.366 -0.636 1.158
C 0.70642 -0.15535 -0.59018 1.567 1.261 0.541 0.609
O -2.52281 -1.21777 -0.38901 -1.291 -0.368 0.307 -0.650
O -1.21141 -0.40077 1.15675 -0.699 0.088 1.443 -0.647
C 1.73776 0.42044 -0.33889 -0.687 -0.853 -0.030 -0.755
Mg -3.20063 -0.95368 1.52612 1.035 -0.047 -1.494 1.142
H 2.72727 0.77820 -0.10241 -0.395 -0.063 -0.299 0.416
Cs 0.96048 0.72924 3.10265 0.337 0.115 0.034 1.033
```
Forces are in eV/Å.

The HOMO-LUMO gap (alpha / beta) comes out at 4.2 / 6.1 eV. The HOMO energy (alpha / beta) is -15.0618 / -16.9243 eV. For the energy above the lowest of the compared OMol25 structures with the same formula, charge and spin, the calculation gives 82.6 kcal/mol. The net charge is +2. The value obtained for the max |F| is 2.1 eV/Å. The spin multiplicity is 2.

=====

[2]
Density functional theory data (the ωB97M-V functional and the def2-TZVPD basis) for a cluster of 2 separate species, CH3N3S in total in a non-equilibrium geometry.

```
8
Properties=species:S:1:pos:R:3:forces:R:3:mulliken_charge:R:1
C -1.62263 0.46989 -0.74262 0.105 1.805 1.145 -0.374
N 1.67372 -0.47990 1.07876 0.484 0.629 1.350 0.847
N 1.63482 -0.00294 2.08620 -0.074 0.006 0.455 -0.363
N 1.87403 -1.03699 0.01562 1.184 -1.202 -0.039 -0.748
S -0.97192 1.25100 0.54945 -0.606 -1.170 -1.369 -0.161
H -2.26673 1.08676 -1.37714 0.103 -0.471 -0.115 0.245
H -1.50862 -0.57351 -1.01123 0.184 -0.095 0.183 0.294
H 1.18734 -0.71430 -0.59903 -1.379 0.497 -1.611 0.260
```
Forces are in eV/Å.

The HOMO-LUMO gap comes out at 8.4 eV. The HOMO energy is -9.3363 eV. For the energy above the lowest of the compared OMol25 structures with the same formula, charge and spin, the calculation gives 30.0 kcal/mol. The net charge is 0. The value obtained for the max |F| is 2.2 eV/Å.

=====

[3]
Density functional theory data (the ωB97M-V functional and the def2-TZVPD basis) for a structure of composition C43H54CdCl5O7PS in a non-equilibrium geometry.

```
112
Properties=species:S:1:pos:R:3:forces:R:3:mulliken_charge:R:1
Cd 2.82315 1.95926 -0.52785 1.631 -1.213 0.497 2.337
Cl 6.20089 -4.22923 -1.60760 0.186 -0.190 0.006 -0.259
C 5.90492 -2.54715 -1.34943 0.282 1.193 0.420 -0.190
C 6.91381 -1.66348 -0.91836 -1.886 -1.613 -1.104 0.518
Cl 8.45535 -2.22806 -0.62618 1.946 -0.788 0.256 -0.289
C 6.60199 -0.34664 -0.73648 -1.300 1.079 0.813 0.060
Cl 7.82255 0.77339 -0.38138 1.208 0.880 0.344 -0.260
C 5.29815 0.19103 -0.64932 -0.179 0.004 -0.719 0.540
O 5.07243 1.40525 -0.28375 -0.345 0.231 -0.373 -1.185
C 4.23936 -0.63041 -1.19616 1.449 -2.700 -0.522 -1.068
O 3.07068 -0.21258 -1.45167 -0.967 0.937 0.167 0.122
C 4.63283 -2.00597 -1.52276 -0.954 1.226 0.194 0.317
Cl 3.36136 -3.02026 -2.21694 0.474 0.203 0.276 -0.418
O -9.59028 6.73166 -8.22171 -1.279 0.417 -1.669 -0.126
C -10.27108 6.95323 -9.11105 1.279 -0.417 1.669 0.126
C -6.77440 -0.75623 0.30862 1.135 -1.381 1.292 -0.682
C -6.01689 -1.15033 1.62394 -1.083 -0.154 -0.014 -1.275
C -4.80385 -2.08868 1.41845 -0.731 0.346 -0.888 -0.076
C -3.88466 -1.65464 0.24554 0.501 -1.506 -1.029 0.661
C -4.28526 -0.28364 -0.29844 0.860 0.005 0.517 -0.792
C -5.74976 -0.16056 -0.67241 -1.798 0.651 -1.680 -0.970
P -2.03166 -1.66104 0.64008 0.732 -0.323 0.539 -0.181
C -1.02391 -1.79975 -0.99100 -1.195 1.040 0.394 0.775
C -1.68695 -2.70506 -1.99346 -0.664 -2.076 -0.965 -0.287
C -0.92505 -2.80429 -3.34782 -1.070 -1.209 -0.877 -1.187
C 0.35394 -2.01254 -3.48521 -0.388 -0.015 0.413 0.314
C 0.15346 -0.56845 -2.98113 2.249 -0.056 0.523 0.411
C -0.60118 -0.41566 -1.61862 -2.260 -0.726 -1.591 0.200
C -1.63878 -3.47755 1.34701 -1.404 2.423 -0.305 -0.121
C -2.67113 -4.54621 0.97770 0.081 -0.393 0.209 -0.943
C -3.37750 -5.01468 2.25974 -0.771 0.503 0.089 -0.609
C -2.32417 -5.58554 3.22230 -2.019 0.833 1.428 -0.784
C -1.18129 -4.61631 3.50707 0.678 -0.167 -0.641 -0.813
C -1.46875 -3.27105 2.85502 1.195 0.212 0.031 -0.614
H -7.63842 -0.12382 0.53943 0.280 0.093 -0.145 0.384
H -7.18110 -1.73581 -0.03556 0.187 0.687 -0.221 0.295
H -6.76375 -1.68158 2.26408 0.622 0.425 -0.146 0.517
H -5.68197 -0.25886 2.17217 -0.147 -0.097 -0.168 0.416
H -5.15999 -3.11422 1.19923 0.177 0.473 0.404 0.221
H -4.30114 -2.04834 2.36505 0.553 -0.375 0.494 -0.245
H -3.95540 -2.46407 -0.53915 -0.428 1.018 0.374 0.275
H -3.63060 -0.01831 -1.12380 -0.111 -0.073 -0.409 0.032
H -3.95195 0.44666 0.47444 -0.685 -0.205 -0.272 0.257
H -6.05214 -0.56851 -1.67733 1.052 -0.145 0.651 0.238
H -6.01085 0.89211 -0.87838 0.312 -0.039 0.536 0.448
H -0.12703 -2.25047 -0.57840 0.351 -0.186 -0.156 0.411
H -2.73747 -2.46832 -2.27534 0.583 0.752 0.511 0.021
H -1.87647 -3.78063 -1.65291 0.719 1.278 0.209 -0.102
H -1.69560 -2.58576 -4.11431 0.581 0.355 -0.029 0.340
H -0.67950 -3.86050 -3.56654 -0.099 0.220 0.250 0.327
H 0.62531 -1.93052 -4.55958 0.175 -0.374 0.660 0.550
H 1.11731 -2.60585 -2.91611 -0.453 1.135 -0.647 -0.530
H -0.37428 -0.02422 -3.79934 0.494 -0.054 0.700 0.410
H 1.23441 -0.20925 -2.80656 -1.672 0.077 -0.549 -0.742
H -1.52750 0.19578 -1.92900 1.042 -0.806 1.055 -0.089
H -0.04431 0.12520 -0.89250 0.472 0.600 0.445 -0.575
H -0.67834 -3.65173 0.93026 0.890 -0.427 -0.480 0.957
H -2.19573 -5.38659 0.44051 0.060 -0.035 0.585 0.419
H -3.35857 -4.19898 0.22138 -0.456 0.315 -0.029 0.346
H -4.21450 -5.70440 2.03907 0.624 -0.180 0.051 0.470
H -3.93372 -4.17693 2.78425 0.858 -0.718 -0.772 0.091
H -1.96833 -6.50639 2.80843 0.119 -0.833 0.254 0.355
H -2.85279 -5.65225 4.22755 0.508 -0.937 -1.200 0.308
H -0.25081 -5.05256 3.08614 -0.255 0.457 0.395 0.288
H -1.09136 -4.52451 4.58632 0.413 0.106 0.053 0.453
H -0.60124 -2.54269 3.01854 -1.450 -0.790 -0.028 0.271
H -2.41476 -2.90656 3.27460 0.474 0.473 0.071 0.186
C -1.21956 5.55058 4.87657 0.155 -1.193 0.777 -1.328
C -0.63792 5.07429 3.53321 -0.754 1.453 0.641 1.173
C 0.39931 5.84871 3.03445 0.461 0.000 -0.474 -0.718
C 0.87691 5.62218 1.73832 0.494 0.254 0.365 -0.357
C 0.28012 4.63851 0.97051 -1.421 -0.534 0.375 0.109
C -0.87373 3.95937 1.40656 0.504 0.387 1.598 -0.647
C -1.30801 4.14767 2.72296 0.028 1.180 -0.165 -0.921
S 0.89430 4.16314 -0.59181 3.602 -0.700 0.170 1.360
O 0.67279 2.66657 -0.61340 -0.777 2.484 -0.838 -0.641
O 0.30203 4.99031 -1.60705 -1.015 -0.284 -0.457 -0.706
O 2.38461 4.44422 -0.49506 -2.082 -0.882 -0.147 -0.813
H -1.76429 6.51985 4.81470 0.295 -0.728 -0.142 0.272
H -0.43525 5.65441 5.68039 -0.577 -0.010 -0.946 0.318
H -1.89313 4.74181 5.25256 0.178 0.820 -0.165 0.367
H 0.81046 6.66032 3.66391 -0.116 -0.615 -0.464 0.265
H 1.73568 6.18430 1.34098 -0.474 -0.422 0.173 0.362
H -1.40667 3.24904 0.81507 0.059 -0.292 -0.628 0.508
H -2.27978 3.80161 3.08926 0.493 -0.461 -0.212 0.275
Cl 3.93713 2.96084 3.31799 0.254 0.569 -0.146 -0.279
C 4.06138 1.24440 3.26226 -1.599 -1.927 -0.788 0.545
C 4.86916 0.58424 4.17774 0.040 0.326 0.140 -0.431
C 4.75628 -0.80553 4.35154 -0.719 0.754 -0.878 -0.624
C 3.80306 -1.50515 3.58620 0.549 0.669 0.723 -0.592
C 3.01772 -0.89051 2.66243 0.162 1.920 -0.838 -0.444
C 3.09965 0.53083 2.42437 0.442 -0.058 1.308 0.680
C 2.15982 1.19010 1.56438 0.567 0.876 -0.266 -2.357
H 5.51406 1.26493 4.77292 -0.265 -0.935 -0.228 0.276
H 5.31056 -1.33767 5.08024 0.610 -0.249 0.619 0.392
H 3.55790 -2.51171 3.81697 0.261 -0.996 0.137 0.405
H 2.26642 -1.43464 2.10634 -0.053 -0.078 -0.005 0.454
H 1.67132 2.08410 1.93711 0.218 0.203 0.232 0.731
H 1.44155 0.56919 1.09181 -0.765 -0.974 -0.070 0.366
C 2.62065 2.97725 -5.31788 0.970 0.185 -0.569 -0.625
C 3.88513 2.04478 -5.27655 -1.680 -1.294 -0.379 -0.573
C 4.31828 1.93123 -3.82538 -0.533 1.356 0.295 -0.441
O 3.13555 2.39942 -3.06361 -0.059 0.085 -0.977 -0.309
C 2.41732 3.42150 -3.89222 3.491 0.087 0.958 -0.603
H 1.74717 2.48283 -5.74571 0.075 -0.171 0.220 0.295
H 2.83854 3.83227 -5.97302 -0.160 -0.059 0.182 0.286
H 4.64678 2.38725 -5.95744 0.403 0.085 -0.092 0.393
H 3.54968 1.03133 -5.59746 0.357 0.638 -0.039 0.196
H 5.20155 2.57422 -3.66133 -0.487 0.129 0.365 0.330
H 4.63373 0.92912 -3.52870 -0.624 0.054 0.261 0.134
H 2.95904 4.38101 -3.63890 -0.586 -0.734 -0.555 0.277
H 1.41696 3.56259 -3.60950 -1.304 -0.368 0.784 0.385
```
Forces are in eV/Å.

The HOMO-LUMO gap comes out at 3.9 eV. The HOMO energy is -0.8424 eV. For the energy above the lowest of the compared OMol25 structures with the same formula, charge and spin, the calculation gives 29.2 kcal/mol. The net charge is -2. The value obtained for the max |F| is 3.7 eV/Å.